Entry 1:
A structure of composition C45H48AsBBiBrN5PS in a non-equilibrium geometry, computed with ωB97M-V with the def2-TZVPD basis set.

Each line ends with the Mulliken charge.
CARTESIAN COORDINATES (ANGSTROEM)
Bi (0.708, -0.845, 2.218)  1.12
N (0.514, 6.278, 3.628)  -0.25
C (1.388, 5.101, 3.348)  -0.30
C (0.693, 3.785, 3.772)  -0.76
N (1.498, 2.611, 3.558)  -0.34
H (0.923, 7.152, 3.270)  0.37
H (0.380, 6.386, 4.643)  0.37
H (-0.409, 6.137, 3.191)  0.34
H (2.334, 5.218, 3.880)  0.34
H (1.600, 5.061, 2.276)  0.15
H (-0.235, 3.684, 3.198)  0.19
H (0.429, 3.821, 4.833)  0.54
H (2.262, 2.557, 4.221)  0.27
H (1.878, 2.566, 2.619)  0.15
S (1.314, -7.626, 2.364)  -0.15
C (1.387, -5.892, 2.476)  0.81
C (2.269, -5.113, 1.717)  -0.94
C (2.229, -3.747, 1.840)  -0.24
N (1.414, -3.115, 2.687)  -0.12
C (0.577, -3.850, 3.427)  -0.43
C (0.517, -5.219, 3.348)  -0.68
C (2.993, -7.918, 1.779)  -0.09
C (3.271, -8.182, 0.449)  -0.10
C (4.612, -8.291, 0.091)  -0.29
N (5.602, -8.166, 0.953)  -0.56
C (5.321, -7.962, 2.225)  -0.39
C (4.023, -7.827, 2.701)  0.02
H (2.956, -5.565, 1.017)  0.46
H (2.874, -3.123, 1.241)  0.37
H (-0.065, -3.300, 4.099)  0.36
H (-0.183, -5.772, 3.948)  0.56
H (2.482, -8.284, -0.278)  0.42
H (4.899, -8.466, -0.938)  0.38
H (6.170, -7.888, 2.892)  0.39
H (3.826, -7.649, 3.746)  0.43
C (-2.129, 1.003, 0.820)  -1.30
C (-3.175, 1.738, -0.024)  -0.71
As (-2.673, 3.508, -0.792)  0.25
C (-4.460, 4.058, -1.393)  0.30
C (-5.320, 3.200, -2.065)  0.09
C (-6.532, 3.658, -2.551)  -0.77
C (-6.891, 4.984, -2.383)  -0.46
C (-6.040, 5.852, -1.722)  -0.61
C (-4.832, 5.389, -1.229)  -0.50
C (-2.062, 3.032, -2.589)  0.83
C (-2.137, 1.780, -3.177)  -0.05
C (-1.704, 1.580, -4.477)  -0.73
C (-1.195, 2.639, -5.208)  -0.69
C (-1.126, 3.899, -4.638)  -0.79
C (-1.556, 4.088, -3.339)  -0.81
P (-0.577, 0.327, 0.076)  -0.11
C (-1.030, -0.967, -1.117)  1.58
C (-0.014, -1.722, -1.704)  -0.37
C (-0.330, -2.753, -2.568)  -0.71
C (-1.654, -3.028, -2.870)  -0.97
C (-2.665, -2.309, -2.258)  -1.13
C (-2.359, -1.299, -1.364)  -0.72
C (0.204, 1.702, -0.844)  2.54
C (0.464, 2.889, -0.166)  -0.83
C (1.174, 3.898, -0.792)  -0.69
C (1.650, 3.718, -2.081)  -1.15
C (1.398, 2.534, -2.755)  -1.40
C (0.673, 1.528, -2.142)  0.00
H (-2.583, 0.127, 1.306)  0.73
H (-1.787, 1.666, 1.626)  0.41
H (-4.018, 1.943, 0.647)  0.70
H (-3.568, 1.116, -0.825)  -0.02
H (-5.041, 2.166, -2.226)  0.21
H (-7.195, 2.981, -3.067)  0.42
H (-7.830, 5.342, -2.776)  0.40
H (-6.317, 6.887, -1.593)  0.40
H (-4.155, 6.065, -0.712)  0.31
H (-2.523, 0.930, -2.631)  0.50
H (-1.772, 0.597, -4.921)  0.53
H (-0.860, 2.484, -6.221)  0.43
H (-0.746, 4.734, -5.208)  0.47
H (-1.511, 5.073, -2.884)  0.43
H (1.023, -1.537, -1.461)  0.23
H (0.459, -3.353, -2.997)  0.52
H (-1.896, -3.832, -3.546)  0.47
H (-3.697, -2.548, -2.463)  0.56
H (-3.160, -0.807, -0.839)  0.57
H (0.105, 3.006, 0.849)  0.48
H (1.379, 4.824, -0.275)  0.32
H (2.218, 4.497, -2.563)  0.46
H (1.769, 2.387, -3.757)  0.57
H (0.477, 0.607, -2.673)  0.30
Br (7.010, -0.142, -0.628)  -0.14
C (5.265, -0.320, 0.116)  -0.33
C (5.108, -0.804, 1.409)  -0.37
C (3.836, -0.961, 1.932)  -0.33
C (2.709, -0.665, 1.171)  -0.35
C (2.893, -0.157, -0.104)  0.29
C (4.157, 0.024, -0.641)  -0.76
H (5.976, -1.054, 1.999)  0.48
H (3.735, -1.339, 2.939)  0.51
H (2.044, 0.119, -0.706)  0.12
H (4.273, 0.430, -1.636)  0.59
B (-2.615, -4.024, 1.378)  0.47
C (-1.497, -3.034, 1.288)  -0.17
N (-0.655, -2.213, 1.300)  -0.64
H (-2.359, -4.563, 2.414)  -0.11
H (-3.609, -3.367, 1.440)  -0.09
H (-2.594, -4.766, 0.457)  -0.06

Its charge is +2. The HOMO-LUMO gap comes out at 7.07 eV. The value obtained for the energy above the lowest of the compared OMol25 structures with the same formula, charge and spin is 145.1 kJ/mol. The spin multiplicity is 1.


Entry 2:
A structure of composition C11H15InNP in a non-equilibrium geometry, computed with ωB97M-V with the def2-TZVPD basis set.

Each line ends with the Mulliken charge.
CARTESIAN COORDINATES (ANGSTROEM)
C (-0.417, 0.359, -2.339)  -0.61
C (-1.193, 1.433, -1.819)  -0.57
C (-0.323, 2.385, -1.237)  -0.50
C (1.001, 1.938, -1.417)  -0.59
C (0.977, 0.674, -2.078)  -0.50
In (0.189, -0.731, 0.128)  0.10
P (-0.070, -3.170, 0.457)  -0.05
H (-0.756, -0.424, -3.021)  0.48
H (-2.280, 1.493, -1.873)  0.38
H (-0.624, 3.249, -0.682)  0.42
H (1.823, 0.152, -2.524)  0.46
H (1.907, 2.456, -1.115)  0.41
H (1.172, -3.708, -0.068)  0.12
H (-1.248, -3.645, -0.249)  0.11
H (-0.170, -3.365, 1.902)  0.11
C (0.541, 0.304, 6.498)  -1.38
C (0.385, 0.259, 5.007)  1.18
C (1.464, 0.605, 4.194)  -0.68
C (1.318, 0.554, 2.813)  -0.20
N (0.135, 0.203, 2.250)  -0.18
C (-0.920, -0.131, 3.036)  -0.29
C (-0.820, -0.101, 4.417)  -0.67
H (1.340, -0.365, 6.839)  0.32
H (0.796, 1.316, 6.832)  0.33
H (-0.394, 0.006, 6.973)  0.35
H (2.404, 0.906, 4.651)  0.38
H (2.143, 0.804, 2.138)  0.39
H (-1.848, -0.427, 2.535)  0.39
H (-1.674, -0.358, 5.049)  0.29

The HOMO-LUMO gap comes out at 5.09 eV. The value obtained for the energy above the lowest of the compared OMol25 structures with the same formula, charge and spin is 95.4 kJ/mol. The spin multiplicity is 1.


Entry 3:
An isolated molecule of C4H11N3 in a non-equilibrium geometry, computed with ωB97M-V with the def2-TZVPD basis set.

Each line ends with the Mulliken charge.
CARTESIAN COORDINATES (ANGSTROEM)
C (-1.260, 0.765, -0.536)  -0.47
C (-0.850, 0.531, 0.926)  -0.55
C (-0.210, -0.848, 1.150)  -0.54
N (2.707, -1.405, -0.953)  -0.51
C (1.828, -1.204, 0.103)  0.06
N (0.573, -1.275, 0.020)  -0.53
N (-1.748, 2.080, -0.824)  -0.51
H (-0.398, 0.465, -1.141)  0.39
H (-1.980, -0.012, -0.811)  0.26
H (-1.793, 0.700, 1.457)  0.25
H (-0.162, 1.262, 1.353)  0.24
H (0.537, -0.702, 1.953)  0.30
H (-0.871, -1.610, 1.569)  0.41
H (3.089, -0.565, -1.356)  0.24
H (2.335, -2.031, -1.652)  0.28
H (2.260, -0.951, 1.083)  0.31
H (-1.313, 2.592, -1.567)  0.19
H (-2.744, 2.206, -0.775)  0.19

As for the SMILES: N/C=N/CCCN. The HOMO-LUMO gap comes out at 9.76 eV. The value obtained for the energy above the lowest of the compared OMol25 structures with the same formula, charge and spin is 186.9 kJ/mol. The spin multiplicity is 1.


Entry 4:
A cluster of 2 separate species, C7H16O in total in a non-equilibrium geometry, computed with ωB97M-V with the def2-TZVPD basis set.

Each line ends with the Mulliken charge.
CARTESIAN COORDINATES (ANGSTROEM)
C (1.441, 1.312, -2.713)  -1.29
C (1.450, 0.287, -1.583)  -0.37
C (0.045, -0.017, -1.059)  -0.58
C (-0.284, 0.831, 0.205)  -0.76
C (-2.712, 0.933, 0.669)  -1.08
C (-1.545, 0.336, 0.868)  0.78
C (-1.419, -0.808, 1.849)  -1.28
H (2.447, 1.455, -3.113)  0.36
H (0.793, 1.040, -3.534)  0.36
H (1.238, 2.322, -2.352)  0.31
H (1.926, -0.630, -1.926)  0.35
H (2.035, 0.713, -0.768)  0.29
H (-0.759, 0.210, -1.773)  0.31
H (-0.078, -1.065, -0.823)  0.43
H (-0.494, 1.842, -0.132)  0.28
H (0.532, 0.651, 0.898)  0.41
H (-3.679, 0.674, 1.083)  0.32
H (-2.716, 1.828, 0.042)  0.24
H (-1.034, -1.738, 1.423)  0.24
H (-2.416, -1.049, 2.231)  0.37
H (-0.841, -0.500, 2.724)  0.31
H (1.527, -3.460, 2.375)  0.31
H (2.607, -2.352, 2.450)  0.31
O (1.935, -2.817, 2.958)  -0.63

As for the SMILES: C=C(C)CCCC.O. The HOMO-LUMO gap comes out at 9.86 eV. The value obtained for the energy above the lowest of the compared OMol25 structures with the same formula, charge and spin is 98.5 kJ/mol. The spin multiplicity is 1.


Entry 5:
A structure of composition C32H34As2ClN2Pt, computed with ωB97M-V with the def2-TZVPD basis set.

Each line ends with the Mulliken charge.
CARTESIAN COORDINATES (ANGSTROEM)
Pt (-0.310, 0.475, -1.657)  0.67
C (-0.300, 0.247, 2.757)  -1.29
C (-1.302, 1.380, 2.917)  -1.05
As (-0.870, 2.991, 1.882)  0.71
C (-1.770, 4.426, 2.657)  0.45
C (-1.157, 5.696, 2.669)  -0.34
C (-1.810, 6.745, 3.274)  -0.72
C (-3.087, 6.554, 3.808)  -0.39
C (-3.715, 5.304, 3.761)  -0.71
C (-3.075, 4.243, 3.167)  -0.44
C (1.012, 3.239, 2.128)  0.32
C (1.899, 3.069, 1.069)  -0.09
C (3.258, 3.261, 1.282)  -0.70
C (3.719, 3.621, 2.541)  -0.51
C (2.830, 3.779, 3.598)  -0.76
C (1.470, 3.592, 3.400)  -0.21
As (0.152, -0.571, 1.021)  1.26
C (1.402, -1.919, 1.500)  0.37
C (1.088, -2.802, 2.536)  -0.22
C (2.024, -3.758, 2.899)  -0.82
C (3.251, -3.822, 2.248)  -0.52
C (3.549, -2.943, 1.216)  -0.71
C (2.624, -1.982, 0.836)  -0.40
C (-1.419, -1.340, 0.291)  0.50
C (-2.419, -0.439, -0.157)  0.37
C (-3.601, -0.933, -0.696)  -1.01
C (-3.784, -2.303, -0.778)  -0.59
C (-2.782, -3.191, -0.356)  -0.66
C (-1.586, -2.720, 0.152)  -0.86
H (-0.656, -0.644, 3.283)  0.62
H (0.671, 0.522, 3.167)  0.54
H (-1.270, 1.728, 3.952)  0.66
H (-2.320, 1.062, 2.697)  0.65
H (-0.176, 5.842, 2.234)  0.47
H (-1.338, 7.716, 3.330)  0.43
H (-3.608, 7.393, 4.250)  0.42
H (-4.704, 5.178, 4.179)  0.43
H (-3.568, 3.280, 3.109)  0.33
H (1.538, 2.818, 0.079)  0.36
H (3.954, 3.148, 0.462)  0.47
H (4.776, 3.789, 2.700)  0.44
H (3.194, 4.060, 4.577)  0.44
H (0.784, 3.726, 4.227)  0.44
H (0.137, -2.770, 3.053)  0.34
H (1.792, -4.452, 3.695)  0.44
H (3.983, -4.557, 2.557)  0.44
H (4.502, -3.002, 0.709)  0.44
H (2.863, -1.286, 0.041)  0.43
H (-2.300, 0.634, -0.023)  0.20
H (-4.377, -0.256, -1.024)  0.50
H (-4.713, -2.697, -1.167)  0.47
H (-2.947, -4.258, -0.429)  0.51
H (-0.807, -3.408, 0.452)  0.49
N (0.259, -1.269, -2.390)  -0.35
C (0.471, -2.012, -3.279)  0.68
N (0.716, -2.835, -4.208)  0.00
C (-0.239, -3.931, -4.579)  -0.68
C (-0.699, -3.721, -6.014)  -0.51
C (0.490, -3.589, -6.967)  -0.68
C (1.419, -2.458, -6.528)  -0.51
C (1.909, -2.685, -5.107)  -0.72
H (-1.059, -3.931, -3.865)  0.46
H (0.321, -4.861, -4.479)  0.29
H (-1.324, -2.825, -6.068)  0.29
H (-1.323, -4.574, -6.283)  0.35
H (0.129, -3.397, -7.976)  0.33
H (1.043, -4.532, -7.005)  0.33
H (0.891, -1.501, -6.577)  0.30
H (2.292, -2.386, -7.175)  0.35
H (2.535, -1.880, -4.730)  0.47
H (2.456, -3.626, -5.027)  0.30
Cl (-0.987, 2.547, -1.815)  -0.30

Its charge is +3. The HOMO-LUMO gap (spin up / spin down) comes out at 8.81 / 5.17 eV. The expectation value of S² is 6.036. The spin multiplicity is 5.


Entry 6:
A structure of composition C4H14F12NaO19S4 in a non-equilibrium geometry, computed with ωB97M-V with the def2-TZVPD basis set.

Each line ends with the Mulliken charge.
CARTESIAN COORDINATES (ANGSTROEM)
Na (-9.027, 7.302, 6.833)  0.96
C (-5.396, 9.558, 4.261)  0.41
F (-4.777, 9.293, 5.448)  -0.29
F (-6.196, 10.591, 4.580)  -0.14
F (-4.525, 9.895, 3.302)  -0.14
S (-6.351, 7.982, 3.863)  1.06
O (-5.437, 6.866, 3.691)  -1.01
O (-7.411, 7.830, 4.880)  -0.53
O (-6.946, 8.453, 2.582)  -0.56
C (-5.861, 14.046, 3.997)  0.53
F (-5.582, 13.506, 5.212)  -0.19
F (-4.657, 14.285, 3.384)  -0.22
F (-6.458, 13.108, 3.236)  -0.21
S (-6.867, 15.631, 4.026)  1.17
O (-8.130, 15.218, 4.673)  -0.71
O (-6.128, 16.583, 4.816)  -0.68
O (-7.037, 16.112, 2.644)  -0.69
C (-4.612, 7.299, -0.399)  0.60
F (-4.498, 8.453, -1.100)  -0.21
F (-5.276, 7.427, 0.840)  -0.18
F (-5.339, 6.478, -1.136)  -0.22
S (-2.934, 6.347, -0.212)  1.08
O (-3.237, 5.084, 0.498)  -0.76
O (-2.452, 6.050, -1.561)  -0.70
O (-1.964, 7.156, 0.525)  -0.65
C (-2.072, 12.340, 4.134)  0.57
F (-2.592, 12.685, 5.319)  -0.22
F (-1.466, 11.127, 4.234)  -0.24
F (-3.062, 12.208, 3.233)  -0.18
S (-0.854, 13.674, 3.505)  1.13
O (-1.585, 14.968, 3.519)  -0.64
O (0.313, 13.721, 4.424)  -0.72
O (-0.432, 13.180, 2.162)  -0.69
O (-5.434, 10.932, 7.637)  -0.64
H (-5.612, 11.872, 7.605)  0.33
H (-4.806, 10.783, 6.930)  0.32
O (-9.764, 8.705, 3.987)  -0.68
H (-9.686, 9.612, 3.690)  0.30
H (-8.872, 8.362, 3.949)  0.31
O (-5.016, 4.556, 2.371)  -0.68
H (-4.192, 4.632, 1.890)  0.45
H (-5.073, 5.365, 2.879)  0.50
O (-8.731, 6.678, 2.033)  -0.66
H (-8.104, 7.396, 2.122)  0.34
H (-8.638, 6.389, 1.125)  0.30
O (-6.794, 10.831, 1.466)  -0.69
H (-5.882, 11.075, 1.624)  0.27
H (-6.834, 9.900, 1.684)  0.34
O (-8.586, 10.719, 5.841)  -0.63
H (-7.650, 10.552, 5.955)  0.39
H (-8.643, 11.216, 5.024)  0.30
O (-3.442, 6.752, 5.350)  -0.64
H (-3.471, 5.833, 5.616)  0.24
H (-4.192, 6.857, 4.764)  0.50

Its charge is -3. The HOMO-LUMO gap comes out at 4.06 eV. The spin multiplicity is 1.


Entry 7:
An isolated molecule of C3H4O4 in a non-equilibrium geometry, computed with ωB97M-V with the def2-TZVPD basis set.

Each line ends with the Mulliken charge.
CARTESIAN COORDINATES (ANGSTROEM)
C (1.535, 0.093, -0.062)  0.70
C (-0.558, -1.197, -0.263)  -0.22
C (-0.664, 1.038, 0.387)  -0.09
H (-1.328, -1.767, 0.046)  0.43
H (-0.041, -1.075, -1.293)  0.24
H (-1.103, 1.992, 0.087)  0.28
H (-0.485, 0.805, 1.461)  0.31
O (2.687, -0.119, -0.233)  -0.45
O (0.610, -0.871, 0.633)  -0.43
O (-1.364, -0.011, -0.450)  -0.39
O (0.711, 1.113, -0.313)  -0.37

As for the SMILES: O=C1OCOCO1. The HOMO-LUMO gap comes out at 11.41 eV. The value obtained for the energy above the lowest of the compared OMol25 structures with the same formula, charge and spin is 306.0 kJ/mol. The spin multiplicity is 1.


Entry 8:
An isolated molecule of C4H8O3, computed with ωB97M-V with the def2-TZVPD basis set.

Each line ends with the Mulliken charge.
CARTESIAN COORDINATES (ANGSTROEM)
C (-1.206, 2.129, -0.512)  -0.64
O (-0.528, 1.087, 0.200)  -0.30
C (0.117, 0.203, -0.562)  0.64
O (0.082, 0.194, -1.774)  -0.62
C (0.960, -0.779, 0.241)  0.36
C (0.150, -1.552, 1.274)  -1.20
O (1.588, -1.668, -0.642)  -0.58
H (-0.477, 2.759, -1.030)  0.29
H (-1.738, 2.708, 0.242)  0.23
H (-1.904, 1.707, -1.239)  0.30
H (1.714, -0.168, 0.763)  0.19
H (-0.334, -0.872, 1.981)  0.33
H (0.818, -2.224, 1.821)  0.33
H (-0.610, -2.161, 0.774)  0.30
H (1.367, -1.363, -1.537)  0.37

As for the SMILES: COC(=O)[C@@H](C)O. The HOMO-LUMO gap comes out at 11.26 eV. The value obtained for the energy above the lowest of the compared OMol25 structures with the same formula, charge and spin is 69.7 kJ/mol. The spin multiplicity is 1.